{"formula": "ClH3NO2P", "method": "the ωB97M-V functional and the def2-TZVPD basis", "e_tot_ev": -27444.034, "de_lowest_ev": 2.813, "homo_ev": -10.29, "species": ["N", "O", "O", "P", "Cl", "H", "H", "H"], "coordinates": [[-0.1668, -1.5309, -0.8910], [-0.9636, 1.5924, -0.1849], [0.3390, -0.1806, 1.4053], [0.3661, -0.2608, -0.1241], [2.1465, 0.6101, -0.6839], [-0.2935, -1.5489, -1.8380], [-0.8356, 1.7013, 0.7508], [-0.5921, -0.3825, 1.5659]]}

{"formula": "C4H10O", "method": "the ωB97M-V functional and the def2-TZVPD basis", "smiles": "C=CC.CO", "e_tot_ev": -6355.724, "de_lowest_ev": 2.079, "homo_ev": -9.52, "species": ["C", "O", "H", "H", "H", "H", "C", "C", "C", "H", "H", "H", "H", "H", "H"], "coordinates": [[-5.1971, 0.6433, 0.5847], [-4.1120, -0.0247, -0.0731], [-6.1189, 0.7118, -0.0606], [-5.6436, 0.0889, 1.4187], [-4.7079, 1.6198, 0.5646], [-4.0360, -0.9616, 0.1035], [3.5873, 0.2116, -1.2719], [3.3651, 0.0119, 0.1879], [2.9246, -1.1031, 0.7607], [3.1661, -0.5025, -1.9809], [3.0096, 1.1266, -1.4931], [4.6322, 0.4650, -1.5032], [3.6426, 0.8688, 0.7657], [2.8872, -1.2037, 1.8345], [2.6009, -1.9522, 0.1626]]}

{"formula": "C6H3N3", "method": "the ωB97M-V functional and the def2-TZVPD basis", "e_tot_ev": -10735.630, "de_lowest_ev": 0.672, "homo_ev": -8.47, "species": ["C", "C", "C", "C", "C", "C", "N", "N", "N", "H", "H", "H"], "coordinates": [[1.1884, 2.3295, 0.0432], [3.8645, -0.3478, 0.0508], [-0.0746, 0.1961, 0.0360], [1.3299, -0.3862, -0.0159], [-0.6282, 1.4531, -0.0099], [2.5793, 0.1801, 0.0816], [2.2124, 1.6842, 0.0212], [4.9174, -0.7802, -0.0922], [-0.0225, 2.7662, -0.0433], [-0.9226, -0.4432, -0.0384], [1.1520, -1.3776, -0.1466], [-1.6510, 1.4194, -0.1055]]}

Which formula does entry 3 have? C6H3N3

Which formula does entry 1 have? ClH3NO2P